(1)
Density functional theory data (ωB97M-V/def2-TZVPD) for 10 unconnected molecules or ions with the total composition C58H52F9N.

Last column: Mulliken spin population.
Cartesian coordinates (Å):
C -5.03609 0.88174 -3.79049  0.00
C -4.63008 0.77719 -2.33411  0.00
C -5.88703 0.66609 -1.37858  0.00
C -6.93966 -0.38038 -1.59862  0.00
N -7.68308 -1.20754 -1.87866  0.00
H -5.40116 1.77984 -4.28871  0.00
H -5.80474 0.11487 -3.88636  0.00
H -4.18442 0.61307 -4.41545  0.00
H -3.92689 1.47995 -1.88716  0.00
H -4.03319 -0.13317 -2.27875  0.00
H -6.33074 1.65238 -1.24268  0.00
H -5.61511 0.35945 -0.36856  0.00
F 1.66709 4.99090 4.10248  0.00
C 0.30434 4.87728 4.07748  0.00
C -0.37269 4.69129 5.35465  0.00
C -1.69960 4.23966 5.31600  0.00
C -2.33428 4.14387 4.05694  0.00
C -1.64142 4.39275 2.86255  0.00
C -0.36258 4.84442 2.86759  0.00
H 0.12976 4.81609 6.30247  0.00
H -2.17692 4.02155 6.25992  0.00
H -3.37064 3.85467 4.15029  0.00
H -2.20520 4.21360 1.95897  0.00
H 0.25963 4.81554 1.98531  0.00
F -1.43430 0.61773 8.12289  -0.01
C -2.09026 0.67779 6.94542  -0.01
C -3.39424 1.17172 6.96831  0.01
C -4.08246 1.39796 5.82402  0.00
C -3.51798 1.06560 4.60379  0.00
C -2.24205 0.57045 4.54416  -0.05
C -1.50241 0.43753 5.67206  0.00
H -3.98946 1.21126 7.86861  0.00
H -5.08057 1.80055 5.91386  0.00
H -4.07947 1.25338 3.70054  0.00
H -1.81156 0.46511 3.55929  0.04
H -0.45578 0.17117 5.67080  0.03
F -0.32906 5.78844 -4.84532  0.00
C -0.07617 4.69856 -4.15367  0.00
C -0.59927 4.59349 -2.85245  0.00
C -0.22392 3.57936 -2.00461  0.00
C 0.70475 2.70868 -2.33859  0.00
C 1.19951 2.64764 -3.64219  0.00
C 0.75626 3.63232 -4.55871  0.00
H -1.30124 5.29488 -2.42622  0.00
H -0.65077 3.39052 -1.03068  0.00
H 1.01845 1.94948 -1.63744  0.00
H 1.94992 1.91979 -3.91335  0.00
H 1.23022 3.59227 -5.52832  0.00
F 0.62525 -4.10162 -1.21231  -0.02
C 0.77264 -5.32863 -1.77091  0.01
C 1.74486 -6.14004 -1.30550  0.02
C 1.77222 -7.50296 -1.70488  0.00
C 0.83089 -7.91166 -2.63473  0.00
C -0.12094 -7.10007 -3.14368  0.00
C -0.19364 -5.80410 -2.67529  0.00
H 2.36389 -5.84220 -0.47214  -0.01
H 2.41722 -8.24609 -1.25976  0.00
H 0.70949 -8.95009 -2.90553  0.00
H -0.89512 -7.53574 -3.75789  0.00
H -0.95526 -5.09911 -2.97412  0.00
F 2.11120 -4.05221 -5.73355  0.00
C 0.78855 -3.74797 -5.60152  0.00
C 0.37760 -2.49270 -5.14430  0.00
C -0.95867 -2.15132 -5.06538  0.00
C -1.94494 -3.16752 -5.39212  0.00
C -1.51606 -4.40670 -5.92070  0.00
C -0.14659 -4.75151 -6.04966  0.00
H 1.04779 -1.76921 -4.70408  0.00
H -1.27685 -1.17098 -4.74274  0.00
H -3.00613 -3.02232 -5.25363  0.00
H -2.19082 -5.23017 -6.10229  0.00
H 0.17890 -5.70535 -6.43779  0.00
F 4.14055 -2.22512 3.02997  0.00
C 2.91311 -2.74770 2.98376  -0.10
C 1.85946 -2.27587 3.77029  0.10
C 0.55490 -2.94635 3.69174  0.52
C 0.32899 -4.02005 2.79404  -0.16
C 1.33715 -4.38990 1.95421  0.14
C 2.61687 -3.83132 2.12246  0.38
H 2.06036 -1.55888 4.55257  -0.05
H -0.31226 -2.60176 4.23552  0.05
H -0.59063 -4.58558 2.76441  -0.02
H 1.19158 -5.26242 1.33460  0.05
H 3.44779 -4.17721 1.52551  0.02
F 4.34009 1.62265 -3.46712  0.00
C 4.19591 0.82437 -2.45540  0.00
C 4.50171 1.43006 -1.19090  0.00
C 4.31677 0.65690 -0.04298  0.02
C 4.00293 -0.67965 -0.18213  0.02
C 3.74569 -1.26987 -1.43650  0.02
C 3.85785 -0.47757 -2.57698  0.01
H 4.78403 2.47251 -1.18911  0.00
H 4.49390 1.02891 0.95534  0.01
H 3.91663 -1.25171 0.72985  -0.05
H 3.39936 -2.29225 -1.47135  -0.01
H 3.81082 -0.87825 -3.57881  0.00
F 2.10742 1.80556 1.28221  0.00
C 2.83960 2.90312 1.60676  -0.03
C 2.84731 4.09320 0.81397  0.00
C 3.60061 5.21775 1.19713  0.00
C 4.34856 5.07191 2.33658  0.00
C 4.28881 3.93296 3.19854  0.00
C 3.54326 2.86550 2.79557  0.04
H 2.26847 4.12601 -0.09722  0.00
H 3.63650 5.99261 0.44565  0.00
H 4.94952 5.91893 2.63290  0.00
H 4.83974 4.00718 4.12448  0.00
H 3.48649 2.02538 3.47185  0.01
F -1.77681 -0.29596 -2.59160  0.00
C -1.18585 -0.29668 -1.35135  0.01
C -1.61589 0.66662 -0.43207  0.01
C -0.95617 0.76588 0.81422  0.05
C -0.02544 -0.15488 1.21581  -0.08
C 0.37998 -1.13312 0.30368  -0.04
C -0.12494 -1.18366 -1.01053  -0.04
H -2.35399 1.39944 -0.72288  0.00
H -1.16833 1.49594 1.58130  0.00
H 0.38679 -0.01859 2.20470  0.04
H 1.14569 -1.83707 0.59439  0.07
H 0.36623 -1.84249 -1.71130  -0.01

Results
Multiplicity: 2
Total charge: -1
Kohn-Sham gap (spin up / spin down) (eV): 2.0 / 6.3
DFT total energy (eV): -86932.56057
Max |F| (Eh/bohr): 0.0894
HOMO (spin up / spin down) (Eh): -0.001 / -0.159

=====

(2)
Density functional theory data (ωB97M-V/def2-TZVPD) for a molecular structure, C58H54OP3Si2Ti.

Last column: Löwdin charge in e.
Cartesian coordinates (Å):
Ti 0.52978 -0.65225 0.20976  0.69
C 4.36468 4.58105 1.00046  -0.07
C 3.49558 4.71915 2.06676  -0.06
C 2.28628 4.04555 2.07926  -0.09
C 1.93268 3.22205 1.01816  -0.35
C 2.77618 3.15355 -0.08874  -0.11
C 3.99108 3.80955 -0.09094  -0.06
P 0.35428 2.26075 0.88946  1.11
C -0.42712 2.56065 2.51236  -0.37
C 0.31458 2.40165 3.67976  -0.17
C -0.23892 2.72535 4.90486  -0.08
C -1.55972 3.14075 4.97956  -0.07
C -2.33062 3.20325 3.83166  -0.06
C -1.76652 2.92685 2.59726  -0.08
C -0.38242 3.64355 -0.07804  -0.37
C -0.39692 4.95345 0.38236  -0.06
C -0.76352 5.97985 -0.46954  -0.04
C -1.05692 5.71555 -1.80074  -0.06
C -1.05462 4.41355 -2.26494  -0.08
C -0.75272 3.36925 -1.39404  -0.26
Si -1.33582 1.59615 -1.69214  0.79
C -2.21302 0.79795 -0.21474  -0.38
C -3.54272 1.09915 0.07946  -0.11
C -4.23592 0.34085 1.00586  -0.07
C -3.62142 -0.76885 1.56296  -0.05
C -2.30402 -1.07185 1.24786  -0.14
C -1.53152 -0.26505 0.40576  -0.34
P 0.59888 -0.77705 2.66206  1.03
C -0.62682 -1.53455 3.80136  -0.42
C -0.89892 -2.89655 3.91456  -0.10
C -1.75992 -3.34915 4.89666  -0.08
C -2.34932 -2.45985 5.78086  -0.08
C -2.11602 -1.10165 5.64906  -0.07
C -1.27012 -0.64555 4.65786  -0.10
C 2.07248 -1.71045 3.22166  -0.44
C 2.31878 -3.02715 2.84516  -0.14
C 3.48218 -3.66255 3.24306  -0.08
C 4.40128 -2.99715 4.03496  -0.07
C 4.14988 -1.69845 4.44156  -0.07
C 2.99418 -1.05795 4.03466  -0.10
C -2.31332 1.54755 -3.30684  -0.26
C -3.21412 2.40035 -3.91764  -0.08
C -3.79512 2.01205 -5.11214  -0.06
C -3.50122 0.78085 -5.67814  -0.05
C -2.61112 -0.08685 -5.06014  -0.05
C -2.01032 0.31115 -3.87924  -0.33
P -0.80352 -0.51815 -2.74964  1.12
C 0.66788 -0.47365 -3.79994  -0.34
C 1.75618 0.23075 -3.29774  -0.10
C 2.89888 0.37805 -4.06264  -0.05
C 2.95708 -0.17945 -5.33164  -0.06
C 1.86098 -0.85675 -5.84264  -0.06
C 0.71068 -0.99525 -5.08584  -0.09
C -1.72302 -2.09835 -2.69144  -0.31
C -1.35462 -3.25635 -3.35854  -0.09
C -2.21622 -4.34145 -3.37294  -0.06
C -3.43842 -4.27895 -2.72614  -0.06
C -3.80592 -3.12055 -2.06134  -0.05
C -2.95832 -2.02915 -2.04854  -0.07
H 5.32578 5.07025 1.01636  0.11
H 3.75428 5.35675 2.90006  0.11
H 1.62618 4.16625 2.92436  0.09
H 2.46298 2.56865 -0.94774  0.09
H 4.65348 3.72035 -0.93794  0.11
H 1.32708 2.02725 3.61946  0.09
H 0.35638 2.64215 5.79976  0.11
H -1.98182 3.41085 5.93466  0.11
H -3.37232 3.47965 3.89516  0.11
H -2.36202 3.00495 1.69836  0.10
H -0.13312 5.16695 1.40816  0.12
H -0.80652 6.99425 -0.10324  0.11
H -1.31492 6.52415 -2.46724  0.11
H -1.28962 4.20245 -3.29784  0.10
H -4.02802 1.92435 -0.42244  0.11
H -5.26022 0.58345 1.24926  0.11
H -4.15812 -1.39955 2.25816  0.11
H -1.88032 -1.98445 1.66226  0.08
H -0.44072 -3.60875 3.23936  0.10
H -1.95652 -4.40775 4.98876  0.11
H -2.99012 -2.81795 6.57036  0.10
H -2.56372 -0.39365 6.32966  0.11
H -1.07782 0.41045 4.54976  0.07
H 1.60308 -3.56145 2.22746  0.08
H 3.66938 -4.67875 2.92806  0.11
H 5.31728 -3.48075 4.33456  0.11
H 4.85258 -1.18695 5.07926  0.11
H 2.79878 -0.04295 4.34886  0.09
H -3.46342 3.34925 -3.46994  0.10
H -4.49582 2.67295 -5.59624  0.11
H -3.97542 0.50165 -6.60744  0.11
H -2.41262 -1.05875 -5.48944  0.11
H 1.69398 0.64315 -2.29184  0.07
H 3.74748 0.91945 -3.67234  0.11
H 3.85768 -0.08465 -5.91924  0.11
H 1.90048 -1.28695 -6.83154  0.11
H -0.14842 -1.50835 -5.49064  0.10
H -0.40242 -3.32095 -3.85664  0.08
H -1.93132 -5.24235 -3.89264  0.11
H -4.10612 -5.12645 -2.74824  0.11
H -4.75882 -3.06465 -1.55914  0.11
H -3.25562 -1.11535 -1.55354  0.10
C 3.20618 -3.16125 -0.47284  -0.15
Si 1.52858 -3.12645 -1.39764  0.41
C 2.11948 -3.55885 -3.17054  -0.14
C 0.32398 -4.43165 -0.65944  -0.13
O 0.74198 -1.69865 -1.24654  -0.50
H 3.73428 -4.08355 -0.69294  0.04
H 3.12098 -3.09325 0.60706  -0.01
H 3.84058 -2.34615 -0.81254  0.03
H 2.07708 -4.63285 -3.31694  0.04
H 1.57568 -3.09405 -3.98194  -0.01
H 3.15728 -3.26395 -3.28604  0.03
H 0.46578 -5.41075 -1.10564  0.03
H -0.71682 -4.14535 -0.80884  0.02
H 0.47748 -4.54555 0.41226  0.01
C 2.52798 0.00345 0.43596  -0.26
H 2.69478 0.84905 1.11146  -0.02
H 3.07948 0.21035 -0.49144  0.01
H 3.03028 -0.84855 0.91026  -0.01

Results
Total charge: +1
Kohn-Sham gap (eV): 6.6
DFT total energy (eV): -129802.72686
Max |F| (Eh/bohr): 0.0562
HOMO (Eh): -0.364

=====

(3)
Density functional theory data (ωB97M-V/def2-TZVPD) for 10 unconnected molecules or ions with the total composition C58H57N9O17.

Last column: Löwdin charge in e.
Cartesian coordinates (Å):
O -12.34254 -0.02609 11.11319  0.04
N -12.93444 0.48592 10.12891  -0.32
O -13.96663 1.11401 10.29760  0.08
C -12.33253 0.27017 8.78026  -0.15
C -13.12930 -0.04481 7.71647  -0.02
C -12.52443 -0.26390 6.47738  -0.06
C -11.13265 -0.22588 6.33495  -0.07
C -10.30882 0.12232 7.43264  -0.05
C -10.93307 0.25202 8.69650  0.00
H -14.19823 -0.01919 7.86854  0.12
H -13.16854 -0.26209 5.61047  0.11
H -10.65396 -0.16556 5.36871  0.10
H -9.25075 0.21457 7.23674  0.10
H -10.32883 0.40905 9.57777  0.11
O -9.11089 -2.27370 -2.99606  0.05
N -9.09073 -2.66419 -4.17602  -0.36
O -9.51591 -3.71873 -4.53158  0.10
C -8.34715 -1.81611 -5.16224  -0.11
C -8.08638 -0.40646 -4.96155  0.01
C -7.31602 0.31603 -5.88798  -0.07
C -6.91742 -0.32257 -7.04147  -0.11
C -7.16921 -1.64537 -7.32019  -0.05
C -7.95086 -2.37734 -6.37729  0.00
H -8.39967 0.10629 -4.06415  0.11
H -7.03702 1.33356 -5.65735  0.11
H -6.34776 0.24839 -7.75972  0.11
H -6.90065 -2.01852 -8.29745  0.11
H -8.29309 -3.37136 -6.62469  0.11
O 9.39306 -0.11169 -11.41200  0.09
N 8.21335 0.08396 -11.35708  -0.35
O 7.43594 0.30609 -12.27812  0.07
C 7.59575 0.17306 -9.97149  -0.09
C 6.18887 0.39622 -9.76075  -0.01
C 5.68348 0.41721 -8.48830  -0.09
C 6.49186 0.33151 -7.35728  -0.06
C 7.84844 0.00800 -7.54640  -0.07
C 8.37799 0.02414 -8.82105  -0.03
H 5.53719 0.52563 -10.61220  0.11
H 4.60955 0.49862 -8.40804  0.11
H 6.04501 0.27656 -6.37559  0.10
H 8.52341 -0.29591 -6.75999  0.11
H 9.42653 -0.19032 -8.96584  0.11
O -1.28161 4.97879 -6.81611  0.06
N -1.79971 4.66120 -5.76688  -0.35
O -1.97954 3.48609 -5.54202  0.07
C -2.26802 5.69233 -4.77412  -0.13
C -2.28224 6.99454 -5.22074  -0.01
C -2.92135 7.97357 -4.43871  -0.04
C -3.48500 7.60940 -3.17700  -0.05
C -3.39509 6.28585 -2.73270  -0.07
C -2.76426 5.33431 -3.51654  -0.02
H -1.76790 7.19033 -6.15000  0.12
H -2.91308 8.99016 -4.80323  0.10
H -3.98872 8.40813 -2.65287  0.10
H -3.79008 5.92097 -1.79609  0.11
H -2.47605 4.44085 -2.98262  0.12
O 15.03256 -2.14970 -3.27662  0.07
N 14.13972 -2.77396 -2.70928  -0.31
O 13.98806 -4.01983 -2.77579  0.05
C 13.05356 -1.94183 -2.09521  -0.12
C 13.21199 -0.54575 -2.05345  0.00
C 12.20885 0.28740 -1.51218  -0.07
C 11.05292 -0.28491 -1.03550  -0.08
C 10.89968 -1.68404 -1.01669  -0.06
C 11.86910 -2.48103 -1.59543  -0.02
H 14.13629 -0.00302 -2.18577  0.11
H 12.30892 1.36057 -1.44364  0.11
H 10.19029 0.34059 -0.85937  0.11
H 9.91760 -2.06947 -0.78569  0.11
H 11.65400 -3.52806 -1.74995  0.12
O 0.47594 3.34718 10.36788  0.08
N 1.55244 2.81597 10.57417  -0.38
O 2.01778 2.10471 9.74357  0.09
C 2.24353 3.04681 11.82133  -0.14
C 3.62583 2.89992 11.84798  0.00
C 4.37762 3.11462 13.02147  -0.06
C 3.76054 3.58748 14.17785  -0.07
C 2.36678 3.66101 14.19791  -0.07
C 1.59905 3.39936 13.04910  0.02
H 4.05377 2.50955 10.93645  0.11
H 5.44904 3.03949 12.90825  0.10
H 4.32286 3.96736 15.01802  0.11
H 1.83314 4.04831 15.05326  0.10
H 0.52498 3.43216 13.15720  0.11
O 1.67409 -0.75662 1.00121  0.07
N 0.91231 -0.95812 0.07190  -0.37
O 1.30545 -1.46925 -0.94629  0.08
C -0.51095 -0.76667 0.26752  -0.13
C -1.00719 -0.11164 1.40073  -0.01
C -2.35528 -0.00536 1.57389  -0.09
C -3.28543 -0.45924 0.65201  -0.05
C -2.77389 -1.09532 -0.51836  -0.06
C -1.40826 -1.20006 -0.73022  0.00
H -0.33432 0.21936 2.17796  0.12
H -2.74909 0.47687 2.45638  0.11
H -4.34832 -0.37911 0.82588  0.10
H -3.44649 -1.51630 -1.25102  0.10
H -1.07544 -1.65248 -1.65269  0.12
O -2.49667 -6.27816 -8.23025  0.06
N -1.87601 -6.31476 -7.16198  -0.30
O -2.36395 -6.44778 -6.00899  0.06
C -0.44620 -5.89832 -7.24444  -0.16
C -0.02228 -5.13503 -8.30005  -0.01
C 1.29948 -4.73498 -8.37556  -0.07
C 2.11880 -5.02439 -7.31500  -0.11
C 1.72595 -5.73547 -6.22639  -0.05
C 0.44830 -6.33516 -6.29348  0.01
H -0.63887 -5.01311 -9.17832  0.12
H 1.72735 -4.18637 -9.20161  0.11
H 3.14306 -4.70178 -7.42999  0.11
H 2.48797 -6.01097 -5.51237  0.11
H 0.23430 -7.07598 -5.53732  0.12
C -3.37808 -5.68891 3.59410  -0.12
O -2.94706 -6.30153 4.78762  -0.20
C -2.99498 -5.50083 5.99932  -0.15
C -1.99971 -4.31411 5.99540  -0.45
C -0.52305 -4.69458 6.18465  -0.06
N -2.40932 -3.37468 7.04057  0.02
H -2.67551 -4.93787 3.23295  0.08
H -4.35984 -5.22867 3.70550  0.09
H -3.41810 -6.47932 2.84459  0.09
H -4.01081 -5.11422 6.08140  0.12
H -2.77692 -6.09373 6.88759  0.13
H -2.03829 -3.63560 5.14320  0.12
H -0.43110 -5.22162 7.13433  0.07
H 0.17970 -3.86149 6.17104  0.08
H -0.17870 -5.44782 5.47602  0.07
H -1.70628 -2.65118 7.08938  0.07
H -2.20325 -3.87392 7.89403  0.06
C 4.53731 6.69266 -0.56300  -0.09
C 3.28176 6.31793 -0.02313  -0.10
C 3.19482 5.64018 1.14756  -0.10
C 4.38955 5.25384 1.75468  -0.09
C 5.61440 5.56972 1.20340  -0.10
C 5.69771 6.33399 0.05848  -0.11
H 4.61546 7.29875 -1.45347  0.10
H 2.37850 6.59276 -0.54752  0.10
H 2.23856 5.54191 1.63982  0.10
H 4.38287 4.76762 2.71902  0.10
H 6.49252 5.30967 1.77584  0.10
H 6.67226 6.52583 -0.36562  0.10

Results
SMILES string: O=[N+]([O-])c1ccccc1.O=[N+]([O-])c1ccccc1.O=[N+]([O-])c1ccccc1.O=[N+]([O-])c1ccccc1.O=[N+]([O-])c1ccccc1.O=[N+]([O-])c1ccccc1.O=[N+]([O-])c1ccccc1.O=[N+]([O-])c1ccccc1.COC[C@H](C)N.c1ccccc1
Kohn-Sham gap (eV): 8.7
DFT total energy (eV): -109261.99667
Max |F| (Eh/bohr): 0.0595
HOMO (Eh): -0.347